{"formula": "C5H5N3", "method": "ωB97M-V/def2-TZVPD", "gap_ev": 8.8, "energy_ha": -357.56894, "charge": 0, "homo_ev": -9.12, "elements": ["C", "C", "C", "C", "C", "H", "H", "H", "H", "H", "N", "N", "N"], "coordinates": [[-1.6272, -0.1569, -0.1670], [0.0529, -0.4370, 0.0551], [0.9272, 0.6722, -0.2260], [0.1338, 1.6087, -0.9405], [2.2256, 0.9977, 0.1589], [-1.7631, 1.2191, -0.1708], [-1.9649, -0.8374, -1.1856], [-1.9925, -0.7203, 0.7058], [1.5830, -1.6711, 0.8795], [-0.1675, -2.4016, 0.6403], [0.4721, -1.6106, 0.6729], [-1.1140, 2.0988, -1.2279], [3.2345, 1.2383, 0.8054]]}



{"formula": "C5H5N3", "method": "ωB97M-V/def2-TZVPD", "gap_ev": 9.5, "energy_ha": -357.61316, "charge": 0, "smiles": "C#CC1=NCC=NN1", "homo_ev": -8.83, "elements": ["C", "C", "C", "C", "C", "H", "H", "H", "H", "H", "N", "N", "N"], "coordinates": [[3.2268, 0.0178, 0.1880], [2.0059, -0.0545, 0.0430], [0.5168, 0.0900, -0.3070], [-1.4501, 1.1744, -0.0387], [-2.0719, -0.1552, 0.2395], [4.2146, 0.1552, 0.4904], [-1.8465, 1.8848, 0.8807], [-2.0156, 1.7471, -0.7704], [-3.2062, 0.0160, 0.5677], [0.5359, -2.0247, -0.3169], [0.0689, 1.2736, -0.1248], [-1.5506, -1.3302, 0.0569], [-0.0963, -1.1166, -0.1608]]}



{"formula": "C5H5N3O", "method": "ωB97M-V/def2-TZVPD", "gap_ev": 8.1, "energy_ha": -432.90319, "charge": 0, "smiles": "[H]\\N=C/N=C1\\C(=O)C\\C1=N/[H]", "homo_ev": -8.90, "elements": ["C", "C", "C", "C", "N", "N", "C", "O", "N", "H", "H", "H", "H", "H"], "coordinates": [[-1.7207, 0.1332, -0.1358], [-0.4162, 0.1687, -0.9358], [-1.0047, -0.4968, 1.0476], [2.2141, 0.7771, -0.2572], [-1.3317, -1.1734, 2.0517], [2.7142, 0.3323, -1.2885], [0.3812, -0.2691, 0.5486], [-0.2331, -0.0151, -2.1020], [1.5298, -0.0573, 0.9360], [-2.3371, -1.3020, 2.1542], [2.4303, -0.5489, -1.6975], [-2.0666, 1.1428, 0.0897], [-2.5341, -0.4499, -0.5723], [2.3746, 1.7584, 0.1613]]}



{"formula": "C5H5N3S2", "method": "ωB97M-V/def2-TZVPD", "gap_ev": 8.1, "energy_ha": -1154.01355, "charge": 0, "homo_ev": -7.82, "elements": ["C", "C", "C", "C", "C", "N", "N", "N", "S", "S", "H", "H", "H", "H", "H"], "coordinates": [[0.1414, 0.1714, 0.3461], [0.9218, -0.4451, -0.5989], [2.9028, 0.2331, 1.9501], [-0.4319, 2.1141, 1.6438], [0.5308, -0.6047, -2.0154], [2.0466, -1.0537, -0.3549], [2.9621, 1.2239, 2.4905], [-0.1276, 1.1061, 1.0193], [0.3298, 2.5269, 3.1582], [2.8450, -1.1884, 1.1333], [-1.2684, 2.7027, 1.4047], [1.3097, -1.1951, -2.4221], [0.6765, 0.3475, -2.4338], [-0.5656, -0.9221, -2.2210], [1.3777, 1.7456, 3.0958]]}



{"formula": "C5H5N5O", "method": "ωB97M-V/def2-TZVPD", "gap_ev": 8.5, "energy_ha": -542.39786, "charge": 0, "smiles": "Nc1ncnc2c1[N@H+]([O-])C=N2", "homo_ev": -9.15, "elements": ["O", "N", "N", "N", "C", "C", "C", "C", "C", "N", "N", "H", "H", "H", "H", "H"], "coordinates": [[-0.9153, -1.9429, 1.1513], [-1.3876, 1.0082, 2.4911], [-0.0467, 2.3605, 0.7809], [1.3651, 1.1485, -0.6140], [-1.4823, -0.2983, 2.6433], [0.7560, 2.2624, -0.2683], [-0.4352, 1.2332, 1.4448], [1.0084, 0.0210, 0.0844], [0.0321, 0.0000, 1.0480], [1.3662, -1.2047, -0.2850], [-0.5193, -1.0818, 1.8831], [-2.2093, -0.7671, 3.2886], [1.1114, 3.2667, -0.5854], [1.7359, -1.3259, -1.2161], [0.7609, -1.9142, 0.1401], [0.1342, -1.4462, 2.5630]]}



{"formula": "C5H5NO", "method": "ωB97M-V/def2-TZVPD", "gap_ev": 10.9, "energy_ha": -323.41410, "charge": 0, "smiles": "C#C[C@@H](O)CC#N", "homo_ev": -10.28, "elements": ["O", "C", "C", "C", "N", "C", "C", "H", "H", "H", "H", "H"], "coordinates": [[0.0019, 0.2661, -2.0232], [0.5277, -0.0045, -0.7436], [0.2435, 1.2382, 0.1708], [-0.7797, 0.9118, 1.1655], [-1.5189, 0.4417, 1.9187], [0.0487, -1.2022, -0.0521], [-0.2091, -1.8708, 0.9155], [-0.4154, -0.5302, -2.3695], [1.6099, -0.1732, -0.8077], [1.1444, 1.5474, 0.7099], [-0.0759, 2.0713, -0.4619], [-0.4172, -2.4677, 1.7715]]}



{"formula": "C5H5NO", "method": "ωB97M-V/def2-TZVPD", "gap_ev": 10.0, "energy_ha": -323.34779, "charge": 0, "smiles": "[H]/N=C/C#COC=C", "homo_ev": -9.26, "elements": ["C", "C", "C", "C", "C", "N", "O", "H", "H", "H", "H", "H"], "coordinates": [[-1.4558, 0.8734, -2.1416], [-1.6531, 1.3255, -0.9354], [-0.2213, 0.1863, 0.5724], [0.7450, -0.4250, 0.9637], [1.8514, -1.0178, 1.5926], [1.9364, -2.1955, 2.0176], [-1.1425, 1.0222, 0.3084], [-2.2925, 1.0477, -2.9329], [-2.6080, 1.8119, -0.7822], [-0.6859, 0.2873, -2.5176], [2.6415, -0.3157, 1.5636], [2.8848, -2.6004, 2.2914]]}



{"formula": "C5H5NO", "method": "ωB97M-V/def2-TZVPD", "gap_ev": 9.6, "energy_ha": -323.34174, "charge": 0, "homo_ev": -9.03, "elements": ["O", "C", "C", "C", "C", "C", "N", "H", "H", "H", "H", "H"], "coordinates": [[0.3953, -0.8183, 1.4282], [0.0007, 0.6467, 1.2425], [0.2849, 0.6868, -0.2587], [0.3774, -0.8046, -0.4772], [0.3290, -1.8709, -1.0697], [-0.7697, 1.2207, -1.1354], [-1.5976, 1.5715, -1.8627], [-0.1623, -1.6287, 1.4860], [-1.0248, 0.9287, 1.5130], [0.7291, 1.1778, 1.8623], [1.2388, 1.1674, -0.5178], [0.2906, -2.2274, -2.0742]]}